36
Properties=species:S:1:pos:R:3:forces:R:3 method="wB97M-V/def2-TZVPD" e_homo_ev=-8.4 orbital_gap_ev=9.04 smiles="N[C@@H](Cc1c[nH]cn1)C(=O)N[C@@H](CCC(=O)O)C(=O)O" e_above_lowest_ev=2.870 energy_ha=-1023.96897
C 1.5487 -1.7438 -0.8589 1.5 0.1 0.0
C 0.0548 -1.5566 -0.7595 -0.2 -0.5 0.9
C 2.3307 -0.4485 -1.2134 -1.6 -0.3 1.6
C 2.7405 0.4054 -0.0813 1.8 2.4 0.4
C 4.0586 0.8462 0.0971 0.3 -2.5 -1.7
C 2.7887 1.6567 1.6863 -1.0 -0.6 -0.3
C -1.6222 -0.2614 0.4899 -3.0 0.1 1.3
C -1.9548 -1.5064 1.3902 3.6 -0.6 2.2
C -2.9679 0.1142 -0.2434 1.3 -0.2 -2.9
C -3.1353 1.6364 -0.0378 -0.3 -0.3 1.2
C -2.0636 2.4189 -0.6778 2.3 1.5 1.1
H 1.5800 -2.7084 -2.7318 -0.4 0.3 -1.0
H 2.8493 -3.0647 -1.7101 -0.4 0.1 -0.3
H 1.9034 -2.2133 0.0959 -0.5 1.0 -0.2
H 3.1752 -0.7905 -1.7293 1.4 -0.1 -0.7
H 1.7157 0.0941 -1.8870 -0.6 0.7 -1.0
H 4.9820 0.6179 -0.5454 -1.6 0.5 1.5
H 2.4950 2.1006 2.6120 0.1 0.4 0.2
H 4.8859 1.9064 1.8107 -2.0 -1.1 -1.6
H 0.3065 0.3657 -0.1708 -0.9 -0.2 0.9
H -1.5127 0.6257 1.1727 0.3 -1.2 -0.1
H -2.8992 -0.2523 -1.3979 -0.1 1.3 2.5
H -3.8012 -0.4631 0.1410 0.1 0.5 0.1
H -3.9998 2.0597 -0.4280 -2.1 0.2 -0.9
H -3.1892 1.9423 1.0785 0.5 -0.8 -1.7
H -1.6273 3.1655 -2.4904 0.7 0.1 0.6
H -3.6025 -2.2819 2.1828 0.9 -0.3 0.0
N 1.8780 -2.7830 -1.7970 0.5 -1.0 1.0
N 1.9583 1.0610 0.8719 -0.2 -1.5 -0.6
N 4.0438 1.4908 1.2757 3.7 2.6 2.3
N -0.4029 -0.3774 -0.1810 1.9 -1.1 -2.0
O -0.6068 -2.5326 -1.0357 -1.4 0.5 0.1
O -1.0581 -1.9573 2.1303 -3.0 0.9 -1.8
O -1.0478 2.6787 -0.0678 0.1 -0.3 -0.7
O -2.3380 2.9786 -1.8726 -1.6 -0.9 -0.5
O -3.2332 -1.9437 1.3534 0.0 0.4 0.0

---

12
Properties=species:S:1:pos:R:3:forces:R:3 method="wB97M-V/def2-TZVPD" s2=2.006 multiplicity=3 e_homo_ev="-6.5 / -9.7" orbital_gap_ev="7.08 / 6.20" e_above_lowest_ev=0.000 energy_ha=-3239.72738
C -0.2779 -0.7636 0.0847 -1.2 -0.8 1.5
C -0.4266 -0.6284 -1.3710 -0.5 1.5 -1.9
C 0.7896 -0.5675 -0.9426 1.0 -1.1 -0.4
O 2.8324 0.2237 1.1324 -0.2 -0.3 -0.5
O 2.0615 -0.8199 3.3059 1.4 -2.9 3.2
S 1.6833 0.0308 2.2524 -1.1 -0.7 -4.9
Br 1.5292 2.0044 3.3852 -0.5 4.0 2.3
H -0.5384 0.0538 0.7642 -0.1 0.1 -0.3
H -0.6095 -1.7335 0.5463 0.9 0.6 -0.4
H -1.1200 -0.3935 -2.2147 0.8 -0.6 1.0
H 3.6748 0.1130 1.5734 0.7 0.0 0.2
H 1.8842 -0.6075 -1.1070 -1.2 0.3 0.1

---

127
Properties=species:S:1:pos:R:3:forces:R:3 method="wB97M-V/def2-TZVPD" e_homo_ev=-10.8 orbital_gap_ev=7.10 charge=+1 energy_ha=-4207.37105
C 2.8715 -2.8947 -3.8583 0.0 0.3 0.8
C 4.2641 -2.1490 -4.2122 -0.6 -0.5 -1.1
C 4.1037 -0.5933 -4.6191 0.6 0.3 0.1
C 4.6413 0.4531 -3.5223 0.2 0.4 -0.5
C 3.5493 0.9679 -2.4636 0.7 0.3 0.8
C 2.4919 -0.1485 -1.9977 -0.5 0.9 -0.7
C 1.3085 0.4851 -1.0573 2.7 -1.1 0.1
N 0.0660 -0.2511 -1.4210 -1.5 4.1 -0.3
O 0.1285 -1.6201 -1.5333 -0.3 -1.0 3.9
C -0.0655 -2.0939 -0.1885 -1.0 -3.3 0.6
N -0.3355 -2.7923 0.7568 1.4 3.7 -4.2
C -1.1046 0.3794 -1.6371 -0.4 -0.5 -1.0
N -1.3405 1.7952 -1.5180 0.1 -3.4 1.8
C -2.6264 1.9764 -0.6983 -0.8 0.3 0.4
C -2.8978 0.6657 0.1819 -1.8 -0.2 -0.6
C -4.2669 0.7567 1.0714 0.9 -0.3 -0.5
C -4.2338 -0.4873 2.1225 0.1 0.3 0.7
C -5.3287 -1.6097 1.8177 -3.6 1.1 -0.8
O -6.4824 -1.2274 1.4851 4.2 -1.4 1.0
N -5.0832 -3.0844 1.9542 2.2 1.8 -1.4
C -4.6463 -3.6437 0.6395 1.0 -1.4 -4.0
C -5.2277 -3.1173 -0.7070 2.4 -2.4 -0.1
C -4.7012 -3.6987 -2.0424 1.3 -1.2 2.1
C -3.6349 -4.8176 -2.1454 -1.3 1.5 3.9
C -3.0673 -5.3979 -0.7943 -2.8 3.1 -0.4
C -3.5707 -4.7917 0.5460 -0.8 0.7 -2.3
C -3.1313 -0.5532 -0.8361 -0.6 -0.6 1.2
N -2.2210 -0.5395 -2.0372 2.2 2.2 0.8
P -3.0493 0.0425 -3.4936 -1.9 0.9 0.1
P -1.6337 0.7034 -5.0165 2.7 2.2 -2.2
O -0.8810 1.9608 -4.5729 -1.6 -3.7 -0.6
O -2.5604 1.1097 -6.4216 0.4 -1.8 3.1
O -0.6221 -0.5963 -5.4620 -2.2 1.8 0.0
H 2.8391 -2.9985 -2.7038 -0.2 -0.2 -1.9
H 2.7645 -3.9192 -4.3631 0.3 1.5 0.9
H 1.9384 -2.2843 -4.1558 1.5 -0.8 0.3
H 4.6790 -2.6879 -5.1406 -0.6 1.0 1.7
H 5.0236 -2.3137 -3.3738 -1.1 0.5 -1.0
H 4.7227 -0.4300 -5.5733 -1.0 -0.2 1.5
H 3.0225 -0.2940 -4.8988 1.6 -0.7 0.4
H 4.9872 1.3898 -4.1106 -0.6 -1.4 1.0
H 5.5982 0.0672 -3.0003 -1.7 0.4 -0.7
H 3.0282 1.8960 -2.9159 0.4 -1.6 0.6
H 4.1259 1.3520 -1.5358 -1.0 -0.6 -1.5
H 2.9804 -1.0291 -1.4558 -0.7 1.3 -1.0
H 1.9384 -0.4707 -2.9630 1.1 0.1 1.7
H 1.3084 1.5984 -1.2948 -0.7 -1.6 0.3
H 1.5544 0.2619 0.0532 -0.5 0.6 -1.7
H -0.6401 2.3098 -0.9706 0.3 -0.6 -0.8
H -2.4541 2.8810 0.0041 -0.4 -1.4 -1.4
H -3.4560 2.2108 -1.4607 1.0 -0.4 1.5
H -2.0626 0.4416 0.9375 -0.8 0.5 -1.3
H -4.2267 1.7739 1.5865 -0.3 -1.5 -0.4
H -5.2090 0.7039 0.4051 1.5 0.1 1.1
H -4.4533 -0.0294 3.1643 0.1 -1.0 -1.6
H -3.1790 -0.9337 2.2017 -1.5 0.5 -0.2
H -4.2246 -3.1219 2.5399 -0.8 -0.4 -0.3
H -6.0201 -2.2839 -0.7509 1.4 -1.6 0.3
H -5.1238 -3.2680 -3.0261 0.7 -0.8 1.8
H -3.2887 -5.1889 -3.1650 -0.6 0.5 1.7
H -2.2985 -6.2499 -0.8104 -1.4 1.6 0.2
H -3.1168 -5.2401 1.5029 -0.9 0.9 -1.6
H -4.2072 -0.5300 -1.2242 1.4 0.0 0.7
H -2.9511 -1.5513 -0.2908 -0.5 1.4 -0.9
H -3.7357 -1.0828 -4.1142 1.2 0.1 0.5
H -3.4965 0.8382 -6.2533 0.8 0.4 -0.5
H -1.0702 -1.1258 -6.1651 0.5 0.4 0.6
C 6.4638 3.3404 0.7790 0.0 1.1 0.0
C 7.3459 2.5186 1.6676 0.8 0.3 0.4
O 6.5693 1.3514 1.8998 -0.6 -0.2 -0.6
C 5.6944 1.2384 0.8659 -0.4 -0.7 0.0
O 5.0061 0.2726 0.6660 0.4 0.9 0.1
O 5.6997 2.3592 0.0871 -0.1 -0.9 0.4
H 7.0330 3.9536 0.0787 -0.2 -0.2 -0.1
H 5.7838 3.9842 1.3436 0.1 -0.1 0.0
H 8.2809 2.2296 1.1786 -0.1 0.0 0.0
H 7.5786 3.0239 2.6060 -0.1 -0.2 0.0
C -8.7414 2.3149 3.2634 -0.7 0.0 0.6
C -8.4407 1.4066 2.1112 -0.4 -0.9 -0.1
O -7.6414 2.2181 1.2609 0.4 0.6 0.3
C -7.0746 3.1774 2.0413 0.6 0.6 -0.2
O -6.2108 3.9250 1.6736 -0.5 -0.7 0.3
O -7.6109 3.1777 3.2920 0.4 0.0 -0.6
H -8.8421 1.7747 4.2059 0.1 0.2 0.0
H -9.6413 2.9151 3.1006 0.1 0.0 0.0
H -7.8596 0.5298 2.4097 0.0 0.1 -0.1
H -9.3433 1.0748 1.5959 0.2 0.1 -0.1
C 5.3487 7.7592 -0.0121 0.4 0.2 -0.8
C 4.5157 8.6764 0.8305 -0.1 0.9 -0.1
O 3.8258 7.7812 1.6922 0.3 -0.7 0.0
C 4.5663 6.6430 1.7633 -0.3 -0.6 0.8
O 4.3589 5.7471 2.5328 0.2 0.6 -0.7
O 5.5747 6.6507 0.8489 -0.4 -0.1 0.4
H 6.2928 8.2139 -0.3159 0.0 -0.2 0.1
H 4.8186 7.4120 -0.9038 0.0 0.0 0.1
H 5.1225 9.3545 1.4374 0.0 -0.1 0.0
H 3.8133 9.2642 0.2377 -0.1 -0.1 0.2
C 5.2556 -1.3823 -10.3901 0.1 -0.2 -0.9
C 5.4450 -0.0790 -9.6755 0.3 0.8 -0.4
O 4.8124 -0.3057 -8.4233 -0.1 -0.6 0.2
C 4.8102 -1.6505 -8.2136 -0.2 -0.5 0.7
O 4.5031 -2.1728 -7.1783 0.2 0.4 -1.2
O 5.2018 -2.3249 -9.3279 -0.2 0.3 0.6
H 6.0785 -1.6091 -11.0695 -0.1 -0.2 0.2
H 4.3144 -1.4223 -10.9462 0.0 0.0 0.1
H 6.4996 0.1541 -9.5019 -0.1 0.0 0.0
H 4.9794 0.7562 -10.2008 0.0 0.0 0.2
C 0.9984 -1.6831 4.6775 0.7 0.2 -0.5
C -0.4694 -1.8559 4.4298 -0.5 0.1 -0.7
O -0.9015 -2.5964 5.5611 0.3 0.1 0.4
C -0.0049 -2.3611 6.5595 0.0 -0.3 1.2
O -0.1587 -2.6973 7.6982 0.1 0.3 -0.9
O 1.0868 -1.6940 6.0952 -0.6 -0.2 0.2
H 1.3829 -0.7461 4.2715 0.1 -0.1 0.2
H 1.5907 -2.5120 4.2796 -0.1 0.0 0.0
H -1.0054 -0.9016 4.4059 0.0 0.0 0.1
H -0.6748 -2.4013 3.5068 -0.1 -0.1 0.2
C -2.1455 -3.4385 10.5197 0.2 -0.2 -0.9
C -1.9469 -2.1431 11.2452 0.3 0.7 -0.3
O -2.5721 -2.3787 12.4990 -0.1 -0.5 0.1
C -2.5783 -3.7266 12.6968 -0.3 -0.6 1.0
O -2.8804 -4.2568 13.7270 0.3 0.5 -0.9
O -2.1958 -4.3920 11.5721 -0.1 0.3 0.5
H -1.3279 -3.6610 9.8328 -0.1 -0.1 0.1
H -3.0907 -3.4697 9.9694 0.0 0.0 0.1
H -0.8902 -1.9155 11.4137 -0.1 0.0 0.0
H -2.4128 -1.3012 10.7306 0.0 0.0 0.2

---

65
Properties=species:S:1:pos:R:3:forces:R:3 method="wB97M-V/def2-TZVPD" s2=3.786 multiplicity=4 e_homo_ev="1.3 / -1.0" orbital_gap_ev="3.43 / 5.66" charge=-2 energy_ha=-2821.24515
V 0.9796 -0.6710 -1.6910 0.2 -0.2 -0.1
O -0.8972 -0.1699 -1.7438 0.4 0.0 0.0
C -1.9253 -1.0360 -1.4278 -0.1 -0.1 0.0
C -1.3934 -2.3989 -0.8782 0.0 0.1 0.0
C -0.5209 -2.2660 0.3335 -0.2 -0.1 0.1
C -0.8972 -2.7502 1.5557 0.1 0.0 -0.1
C -0.0433 -2.6211 2.6781 0.0 0.0 0.1
C 1.2002 -1.9800 2.4508 0.0 0.0 -0.1
C 1.5291 -1.5050 1.2095 0.0 0.0 0.2
C 2.8272 -0.7999 0.9549 0.0 0.1 0.0
C 2.6848 0.6400 0.3546 0.1 -0.1 0.0
O 2.2935 0.5944 -0.9641 -0.4 -0.2 0.0
C 1.7149 1.5100 1.1678 0.0 0.0 0.1
C 0.9640 2.4716 0.4973 0.0 0.0 -0.1
C 0.0957 3.3101 1.1800 0.0 0.0 0.1
C -0.0470 3.1992 2.5575 0.0 0.0 0.0
C 0.6842 2.2345 3.2354 0.0 0.0 0.1
C 1.5554 1.3992 2.5483 0.0 0.0 -0.1
C 4.0859 1.2819 0.4350 0.1 0.0 0.0
C 4.6875 1.6592 1.6355 -0.1 0.0 0.0
C 5.9652 2.1963 1.6577 0.1 0.0 0.0
C 6.6781 2.3671 0.4770 -0.1 0.0 0.0
C 6.0879 1.9916 -0.7225 0.1 0.0 0.0
C 4.8072 1.4569 -0.7414 -0.1 -0.1 -0.1
N 0.6830 -1.6183 0.1305 0.0 0.2 -0.1
C -2.8156 -0.4180 -0.3356 0.0 0.0 0.0
C -2.2065 0.3648 0.6432 0.0 0.0 0.0
C -2.9460 0.8874 1.6936 0.0 0.0 0.0
C -4.3101 0.6432 1.7858 0.0 0.0 0.0
C -4.9270 -0.1346 0.8162 0.0 0.0 0.0
C -4.1821 -0.6617 -0.2327 0.0 0.0 0.0
C -2.7661 -1.2763 -2.6969 0.0 0.0 0.0
C -2.8492 -0.2394 -3.6237 0.0 0.1 0.0
C -3.6074 -0.3609 -4.7763 0.0 0.0 0.0
C -4.2999 -1.5379 -5.0393 0.0 0.0 0.0
C -4.2136 -2.5829 -4.1340 0.0 -0.1 0.0
C -3.4557 -2.4534 -2.9756 0.0 0.1 0.0
H -2.2368 -3.0458 -0.6276 0.0 0.0 0.0
H -0.8191 -2.8603 -1.6922 0.0 0.0 0.0
H -1.8676 -3.2269 1.6472 0.0 0.0 0.0
H -0.3236 -2.9948 3.6542 0.0 0.0 0.0
H 1.9118 -1.8495 3.2607 0.0 0.0 0.0
H 3.4133 -0.7772 1.8776 0.0 0.0 0.0
H 3.4112 -1.3469 0.2057 0.0 0.0 0.0
H 1.0575 2.5226 -0.5795 0.0 0.0 0.0
H -0.4917 4.0379 0.6321 0.0 0.0 0.0
H -0.7376 3.8417 3.0918 0.0 0.0 0.0
H 0.5628 2.1156 4.3065 0.0 0.0 0.0
H 2.0900 0.6345 3.0944 0.0 0.0 0.0
H 4.1461 1.5441 2.5669 0.0 0.0 0.0
H 6.4095 2.4860 2.6042 0.0 0.0 0.0
H 7.6779 2.7858 0.4928 0.0 0.0 0.0
H 6.6325 2.1134 -1.6523 0.0 0.0 0.0
H 4.3295 1.1522 -1.6638 0.0 0.0 0.0
H -1.1436 0.5551 0.5688 0.0 0.0 0.0
H -2.4446 1.4836 2.4465 0.0 0.0 0.0
H -4.8873 1.0530 2.6076 0.0 0.0 0.0
H -5.9924 -0.3321 0.8716 0.0 0.0 0.0
H -4.6792 -1.2636 -0.9840 0.0 0.0 0.0
H -2.2750 0.6550 -3.4224 0.0 0.0 0.0
H -3.6481 0.4594 -5.4842 0.0 0.0 0.0
H -4.8843 -1.6415 -5.9465 0.0 0.0 0.0
H -4.7309 -3.5157 -4.3319 0.0 0.0 0.0
H -3.3991 -3.2902 -2.2927 0.0 0.0 0.0
S 1.6987 -2.0216 -3.2664 -0.1 0.3 0.1